{
  "formula": "C4H3N3",
  "method": "the ωB97M-V functional and the def2-TZVPD basis",
  "orbital_gap_ev": 9.7,
  "e_above_lowest_kcal_mol": 66.0,
  "smiles": "N#Cc1ncc[nH]1",
  "charge": 0,
  "lumo_ev": 0.057,
  "elements": ["N", "N", "N", "C", "C", "C", "C", "H", "H", "H"],
  "coordinates": [[0.11299, 1.00750, -0.11544], [-3.48164, -0.21360, -0.12199], [-0.07936, -1.30348, -0.08290], [1.39492, 0.42121, 0.01282], [-0.74715, -0.20492, 0.02272], [1.21812, -0.89023, 0.03415], [-2.27130, -0.03651, 0.14220], [-0.47614, 1.99281, 0.36827], [2.37941, 0.98258, -0.36040], [1.95015, -1.75535, 0.10057]]
}

{
  "formula": "C47H35I2N5O4V",
  "method": "the ωB97M-V functional and the def2-TZVPD basis",
  "orbital_gap_ev": 6.2,
  "e_above_lowest_kcal_mol": 3.8,
  "charge": 1,
  "lumo_ev": -5.018,
  "elements": ["I", "I", "V", "O", "O", "O", "O", "N", "N", "N", "N", "N", "C", "C", "C", "C", "C", "C", "C", "C", "C", "C", "C", "C", "C", "C", "C", "C", "C", "C", "C", "C", "C", "C", "C", "C", "C", "C", "C", "C", "C", "C", "C", "C", "C", "C", "C", "C", "C", "C", "C", "C", "C", "C", "C", "C", "C", "C", "C", "H", "H", "H", "H", "H", "H", "H", "H", "H", "H", "H", "H", "H", "H", "H", "H", "H", "H", "H", "H", "H", "H", "H", "H", "H", "H", "H", "H", "H", "H", "H", "H", "H", "H", "H"],
  "coordinates": [[7.06562, -0.79964, 4.90935], [3.82774, -2.43927, -1.71003], [0.30519, -0.29930, -0.52704], [2.47496, 1.89901, 0.24938], [1.84470, -0.25359, 0.29984], [-0.16774, 0.97049, -1.53992], [-0.80867, -1.15328, 0.41238], [0.37288, -1.64446, -1.82296], [2.70121, 0.21574, -2.41968], [0.33742, -3.69226, -3.10083], [-0.77521, -5.88569, -2.78090], [-0.27867, 1.25968, 1.11499], [-2.49837, 1.57037, -1.29358], [-1.02977, 3.38798, 1.86859], [-4.71674, 1.90015, -0.41229], [-2.66605, -2.51988, 3.26005], [4.80241, -1.28171, 2.97252], [-4.46672, -0.64301, 2.30621], [-1.13801, 2.91701, 3.16136], [3.69972, 0.38083, 1.63166], [-0.61485, 2.37116, -5.35210], [3.75032, 1.91634, -3.73988], [2.70437, 1.43027, -2.97883], [0.87510, -3.36968, 2.56289], [-0.26109, -5.26546, 0.88154], [3.83637, -0.94429, 2.04056], [3.77251, -0.53347, -2.60018], [-3.94967, -2.46384, 3.78043], [-3.41065, 2.34075, -0.58272], [5.49262, 1.03309, 3.09512], [-0.82378, 1.59393, 3.41272], [0.31390, -2.70158, -2.36561], [-4.85255, -1.52363, 3.30479], [4.88230, -0.14615, -3.34037], [-1.09366, 3.64866, -5.59602], [2.67174, 0.79063, 0.65671], [-0.60709, 2.53499, 0.85901], [-2.27545, -1.63213, 2.26148], [-0.01000, -0.63630, 2.63010], [-1.54467, 3.91554, -3.24998], [0.82957, -5.60428, 1.67488], [-5.11768, 0.68526, -0.94534], [-0.25914, -4.86171, -2.89072], [-1.56302, 4.41837, -4.54121], [-3.18163, -0.69234, 1.78338], [-0.39193, 0.79168, 2.37151], [-0.52235, 3.04908, -0.55182], [-0.82834, -1.63603, 1.79778], [-0.20842, -3.02217, 1.76608], [1.39207, -4.65982, 2.51543], [5.62380, -0.29195, 3.49818], [-4.20896, -0.08901, -1.65399], [-1.09334, 2.07628, -1.58345], [-1.04577, 2.64169, -2.99843], [-0.77472, -3.98057, 0.92645], [4.52926, 1.36654, 2.16130], [4.86143, 1.10773, -3.92452], [-2.90944, 0.35512, -1.83445], [-0.59324, 1.86565, -4.05951], [-6.13535, 0.34229, -0.81364], [-2.21531, -0.24184, -2.41505], [-5.85613, -1.48297, 3.70694], [4.41122, 2.39038, 1.83230], [-1.64048, -3.72208, 0.32598], [-0.25779, 1.75905, -6.16990], [-4.51627, -1.03614, -2.07724], [1.05316, -0.77021, 2.43053], [1.23018, -6.60866, 1.64124], [1.31812, -2.65588, 3.24473], [-1.11025, 4.04025, -6.60413], [1.82495, 2.03447, -2.79928], [-1.47239, 3.56583, 3.95987], [4.91876, -2.30987, 3.28599], [-3.12067, 3.29666, -0.16611], [-2.89787, -0.00523, 0.99585], [-0.91025, 1.17553, 4.40558], [-0.71008, -5.99932, 0.22765], [3.20031, -1.71298, 1.62222], [-1.95128, 5.41157, -4.72306], [-5.16757, 0.08729, 1.92455], [3.69282, 2.90590, -4.17081], [-0.21933, 0.86538, -3.88280], [-1.94250, 4.52213, -2.44574], [-1.03546, 4.00631, -0.60698], [-0.17933, -0.86175, 3.68191], [5.72803, -0.80867, -3.44963], [-5.42037, 2.51317, 0.13593], [-1.27840, 4.41206, 1.62508], [-4.24589, -3.16118, 4.55258], [-1.96861, -3.26268, 3.62692], [5.70523, 1.44842, -4.50984], [2.22886, -4.92452, 3.14868], [0.52219, 3.22462, -0.81935], [6.13793, 1.79509, 3.50873]]
}

{
  "formula": "C18H20FeN3O3",
  "method": "the ωB97M-V functional and the def2-TZVPD basis",
  "orbital_gap_ev": [4.0, 2.8],
  "e_above_lowest_kcal_mol": 3.0,
  "multiplicity": 5,
  "charge": 1,
  "lumo_ev": [-3.705, -8.283],
  "elements": ["Fe", "O", "O", "O", "N", "N", "N", "C", "C", "C", "C", "C", "C", "C", "C", "C", "C", "C", "C", "C", "C", "C", "C", "C", "C", "H", "H", "H", "H", "H", "H", "H", "H", "H", "H", "H", "H", "H", "H", "H", "H", "H", "H", "H", "H"],
  "coordinates": [[-2.18950, -2.72919, 1.08505], [-3.02474, -0.02834, 1.89574], [-4.16194, -3.60163, 3.03273], [-4.25017, -2.36047, -0.98988], [0.49024, 0.94220, -0.85620], [3.29000, 3.32580, 2.10225], [2.14265, 3.31833, 0.20201], [-0.79935, 0.98718, -1.57295], [-2.57340, -1.05520, 1.57988], [-3.34076, -3.38796, 2.23533], [-0.04996, -1.85867, -0.29792], [-0.40883, 0.87358, -3.05098], [-0.80521, -4.12794, 1.77531], [0.91523, 1.63409, -3.10485], [2.13439, 4.05156, 2.29824], [-0.65480, -2.85552, 2.42560], [-0.84106, -3.03416, -0.42800], [3.30700, 2.92266, 0.83618], [-3.43323, -2.62995, -0.20929], [1.78669, 3.10262, -1.21748], [-0.75709, -4.20060, 0.40094], [0.65216, -1.48133, 0.83228], [0.43524, -1.98287, 2.09898], [1.43550, 4.09027, 1.10429], [1.48712, 1.65351, -1.64485], [-1.50084, 0.20122, -1.26102], [1.09179, -1.69097, 2.92662], [2.61625, 3.47452, -1.84295], [4.07960, 2.37625, 0.30423], [0.39571, 1.26320, 0.09938], [-1.27415, 1.96589, -1.36511], [2.44350, 1.10848, -1.62694], [-0.26299, -0.17508, -3.33726], [1.85856, 4.49179, 3.24982], [-1.00934, -5.01105, 2.38417], [-1.05423, -2.74369, 3.44859], [-1.19135, 1.29602, -3.68305], [0.71213, 2.67010, -3.39885], [-1.33196, -3.17307, -1.41400], [0.04170, -1.25398, -1.18413], [0.52128, 4.59660, 0.84765], [1.42479, -0.71653, 0.66809], [1.62479, 1.20734, -3.81729], [0.89053, 3.70141, -1.41590], [-0.86192, -5.15643, -0.11445]]
}

{
  "formula": "C16H28NO5",
  "method": "the ωB97M-V functional and the def2-TZVPD basis",
  "orbital_gap_ev": [8.9, 10.0],
  "multiplicity": 2,
  "charge": 0,
  "lumo_ev": [0.573, 0.363],
  "elements": ["O", "O", "O", "O", "O", "N", "C", "C", "C", "C", "C", "C", "C", "C", "C", "C", "C", "C", "C", "C", "C", "C", "H", "H", "H", "H", "H", "H", "H", "H", "H", "H", "H", "H", "H", "H", "H", "H", "H", "H", "H", "H", "H", "H", "H", "H", "H", "H", "H", "H"],
  "coordinates": [[1.23889, 3.69067, -1.86675], [4.80742, -0.55889, 1.21547], [4.09101, -0.80603, -0.86415], [-1.02067, -1.79924, 1.80567], [-0.34471, 2.46467, -2.87904], [-1.75581, -1.05896, 1.06565], [-0.88715, 0.15402, -0.97247], [-0.63196, -2.35932, -0.68145], [2.17484, 0.61663, -1.32384], [3.52792, -2.51538, 0.82038], [-1.51910, -1.14699, -0.40417], [-2.87320, -1.40394, -1.11361], [0.15631, 2.87430, -1.86196], [-3.14962, 1.04917, 1.01384], [1.43019, 0.77901, 0.02000], [-2.24523, 0.15845, 3.12820], [2.81778, -0.75075, -1.51141], [-0.61512, 1.00648, 1.43768], [4.15888, -1.20178, 0.43793], [-0.08276, 1.07957, -0.02701], [-0.31426, 2.56074, -0.46915], [-1.96100, 0.30487, 1.62120], [2.14668, -1.53182, -1.15508], [-1.06504, -3.25857, -0.24395], [-1.39066, 2.74610, -0.42219], [1.54153, 0.81217, -2.19148], [-3.71463, -1.10218, -0.49107], [4.24736, -3.31259, 0.62234], [-1.69678, 0.75980, -1.37726], [-2.70242, 1.08279, 3.48888], [-3.16952, 1.05558, -0.07509], [-2.93255, -0.86761, -2.06169], [-1.32403, 0.00307, 3.68512], [-0.60494, -2.50230, -1.76525], [2.99093, -0.94579, -2.57150], [1.90799, 1.57572, 0.59761], [2.61800, -2.75892, 0.27695], [-3.10894, 2.09149, 1.33784], [0.37638, -2.23346, -0.29100], [-0.30132, -0.14245, -1.84386], [-4.09346, 0.61310, 1.34952], [1.56283, -0.14228, 0.60032], [0.17347, 3.21548, 0.25190], [3.30036, -2.48300, 1.88424], [0.09553, 0.41539, 2.02115], [1.71940, 3.54890, -2.69562], [2.98036, 1.35508, -1.36700], [-0.62504, 2.00759, 1.87494], [-3.00260, -2.46777, -1.32246], [-2.93152, -0.67082, 3.29269]]
}

{
  "formula": "C20H21B3FIN4O3",
  "method": "the ωB97M-V functional and the def2-TZVPD basis",
  "orbital_gap_ev": 9.4,
  "charge": 0,
  "lumo_ev": -0.284,
  "elements": ["I", "F", "O", "O", "O", "N", "N", "N", "N", "C", "C", "C", "C", "C", "C", "C", "C", "C", "C", "C", "C", "C", "C", "C", "C", "C", "C", "C", "C", "B", "B", "B", "H", "H", "H", "H", "H", "H", "H", "H", "H", "H", "H", "H", "H", "H", "H", "H", "H", "H", "H", "H", "H"],
  "coordinates": [[3.33477, 0.53168, -0.18490], [8.03263, 1.12494, -0.79635], [5.92098, 1.00948, -2.05304], [7.04963, 3.20567, -1.56509], [4.58687, 3.03016, -1.64932], [4.08975, -0.53056, -5.54979], [-2.47378, -2.88748, 2.47251], [-6.81374, 2.57431, 1.71994], [1.34023, -0.25062, 2.61791], [1.15074, -1.13865, 4.84461], [-7.04426, 1.31997, 1.30932], [1.32665, -0.09679, 3.94905], [-2.04800, -1.88958, 1.68561], [0.97458, -2.41707, 4.33729], [2.36585, 1.65003, -5.79288], [-5.61830, 2.81818, 2.27392], [-6.12768, 0.28771, 1.42900], [0.98249, -2.60428, 2.96434], [2.30290, 0.59983, -6.69594], [3.29748, 1.60183, -4.76701], [3.18001, -0.46032, -6.53044], [-4.63254, 1.85775, 2.43604], [-4.29502, -3.21921, 0.93698], [1.16966, -1.49700, 2.15289], [-2.68801, -1.49922, 0.52024], [-3.58456, -3.52964, 2.08588], [-3.83431, -2.18144, 0.14122], [4.13229, 0.49766, -4.69066], [-4.89744, 0.56734, 2.00397], [7.00800, 1.76842, -1.48516], [4.75754, 1.61066, -1.43359], [5.76225, 3.59747, -1.01767], [1.69587, 2.49698, -5.88753], [-6.36931, -0.70860, 1.08112], [0.84664, -3.58744, 2.53313], [1.58895, 0.60349, -7.50952], [3.37467, 2.40349, -4.04296], [1.18662, -1.59314, 1.07169], [1.46443, 0.92130, 4.29768], [3.16656, -1.30656, -7.20934], [4.87727, 0.41510, -3.91149], [-4.15402, -0.21127, 2.11448], [1.15063, -0.95505, 5.91120], [-4.36282, -1.90693, -0.76468], [-3.90716, -4.33100, 2.74206], [-8.01893, 1.15184, 0.86313], [-2.29965, -0.68327, -0.07594], [5.69549, 4.30896, -0.06866], [-5.18565, -3.77468, 0.67227], [-3.68277, 2.11261, 2.88871], [0.83219, -3.25836, 5.00536], [-5.45977, 3.84104, 2.59876], [-1.14694, -1.38975, 2.02165]]
}

{
  "formula": "C6H6O2",
  "method": "the ωB97M-V functional and the def2-TZVPD basis",
  "orbital_gap_ev": 8.8,
  "e_above_lowest_kcal_mol": 229.4,
  "smiles": "C1=C[C@H]2O[C@@H]2[C@H]2O[C@H]12",
  "charge": 0,
  "lumo_ev": 0.209,
  "elements": ["O", "O", "C", "C", "C", "C", "C", "C", "H", "H", "H", "H", "H", "H"],
  "coordinates": [[2.19528, -0.84869, 0.08756], [-2.09786, -0.79185, -0.16876], [-0.69617, -0.85378, -0.35357], [0.72600, 1.48780, 0.01347], [-1.40586, 0.18344, 0.41341], [-0.71955, 1.49279, -0.04803], [1.27973, 0.19348, -0.35459], [0.65306, -0.81309, 0.42627], [-1.49957, -0.10347, 1.61434], [0.88294, -0.08170, -1.45783], [-0.78227, 2.62147, -0.36467], [0.66266, -0.65886, 1.50194], [-0.42364, -1.14113, -1.41385], [1.35725, 2.34413, 0.18789]]
}

{
  "formula": "C17H18MnN3O10P2S2",
  "method": "the ωB97M-V functional and the def2-TZVPD basis",
  "orbital_gap_ev": [5.3, 6.9],
  "multiplicity": 2,
  "charge": 1,
  "lumo_ev": [-6.003, -4.430],
  "elements": ["Mn", "S", "S", "P", "P", "O", "O", "O", "O", "O", "O", "O", "O", "O", "O", "N", "N", "N", "C", "C", "C", "C", "C", "C", "C", "C", "C", "C", "C", "C", "C", "C", "C", "C", "C", "H", "H", "H", "H", "H", "H", "H", "H", "H", "H", "H", "H", "H", "H", "H", "H", "H", "H"],
  "coordinates": [[0.25189, 0.58055, 0.86076], [0.55077, 1.60379, -2.58935], [1.25115, 2.59299, 0.94560], [0.01378, 0.66486, 4.03487], [1.86217, -1.15294, 2.60817], [0.67193, -2.14405, 2.37318], [1.12487, 0.53599, -1.41475], [-0.42945, 0.68549, 2.55637], [1.26805, -1.47748, 5.06317], [3.13424, -2.06975, 2.60376], [-0.91703, 0.11965, 5.03534], [-0.65154, -0.69677, 0.18562], [0.46456, 2.16591, 4.31575], [1.82006, -1.59248, -1.14950], [1.92005, -0.09924, 1.50963], [-0.01316, 4.90221, 1.02079], [-1.26466, 1.76572, 0.10868], [-1.31038, 3.14330, 0.36089], [-3.52886, -0.24981, -1.95817], [0.97683, -2.00642, -4.06910], [-1.75953, -2.28021, -1.16240], [1.57055, -0.38470, 4.20332], [2.78143, 0.40090, 4.69159], [-2.79452, -2.54158, -2.04769], [-2.49905, 0.03632, -1.06259], [1.37235, -0.77573, -1.88740], [0.03420, -0.70759, -5.86564], [0.94997, -0.85680, -3.28461], [0.46922, 0.33917, -3.78487], [-2.28380, 1.37567, -0.56501], [0.00433, 0.43847, -5.09147], [0.51429, -1.92407, -5.36591], [-0.17256, 3.59233, 0.75234], [-1.63919, -0.98527, -0.68632], [-3.67301, -1.53588, -2.44831], [0.61501, -2.85683, 3.02832], [0.52292, -2.79690, -6.00329], [-2.91852, -3.54517, -2.43230], [1.35819, -2.93012, -3.65417], [-4.20590, 0.53756, -2.26452], [-0.32424, -0.65915, -6.88540], [0.85280, 5.26590, 1.37134], [-0.36731, 1.37024, -5.49517], [-4.46957, -1.76280, -3.14266], [3.95752, -1.68176, 2.27715], [-1.06546, -3.04206, -0.83741], [2.53933, 0.89924, 5.62905], [-3.00750, 2.14349, -0.82187], [0.15355, 2.46949, 5.17991], [3.08142, 1.16438, 3.97215], [3.61139, -0.28195, 4.87398], [-0.80753, 5.51353, 0.93734], [0.40395, -1.26959, 5.47081]]
}

{
  "formula": "C4H7BrFO5PS",
  "method": "the ωB97M-V functional and the def2-TZVPD basis",
  "orbital_gap_ev": 9.1,
  "smiles": "O=S1(=O)O[C@@H](CCF)[C@@H](P(O)Br)O1",
  "charge": 0,
  "lumo_ev": -0.600,
  "elements": ["Br", "S", "P", "F", "O", "O", "O", "O", "O", "C", "C", "C", "C", "H", "H", "H", "H", "H", "H", "H"],
  "coordinates": [[0.11178, 1.51897, -3.10303], [1.04271, -1.26613, 1.95576], [1.63390, 1.31785, -1.43201], [-1.29677, 1.87731, 0.09363], [0.61374, -1.28497, 3.46324], [-0.13317, -1.84097, 0.81031], [1.19554, 0.32121, 1.26154], [2.34947, -2.14984, 1.96319], [1.53535, 2.81143, -0.48492], [-1.53693, -0.61215, -0.73805], [1.19960, -0.05855, -0.18371], [-2.01307, 0.59361, 0.28842], [0.00213, -1.13021, -0.50463], [-2.04557, 0.24189, 1.42805], [-2.23920, -1.54114, -0.47588], [-3.15461, 0.80921, 0.01447], [2.16418, -0.75865, -0.25260], [1.95438, 3.51723, -1.06103], [-1.79593, -0.34804, -1.86533], [0.41248, -2.01807, -1.17743]]
}

no.,maximum force (eV/Å)
1,9.21
2,0.38
3,4.62
4,0.73
5,3.59
6,5.33
7,1.65
8,6.90